{
  "formula": "C44H44N8O2SeTeW",
  "method": "ωB97M-V with the def2-TZVPD basis set",
  "species": ["W", "C", "C", "C", "C", "C", "C", "N", "C", "C", "C", "C", "C", "C", "N", "N", "C", "C", "C", "C", "C", "N", "H", "H", "H", "H", "H", "H", "H", "H", "H", "H", "H", "H", "H", "C", "C", "O", "H", "H", "H", "C", "C", "O", "N", "Te", "C", "C", "C", "C", "C", "C", "C", "C", "C", "C", "C", "C", "C", "C", "C", "C", "C", "C", "H", "H", "H", "H", "H", "H", "H", "H", "H", "H", "H", "H", "H", "H", "H", "H", "H", "H", "H", "H", "H", "H", "H", "H", "H", "Se", "N", "C", "C", "C", "C", "N", "C", "N", "H", "H", "H"],
  "coordinates": [[0.352, 0.361, 1.366], [-2.008, 5.586, 0.385], [-1.054, 5.267, -0.675], [-0.209, 4.233, -0.574], [-0.361, 3.238, 0.487], [-1.400, 3.551, 1.604], [-2.086, 4.844, 1.495], [0.705, 2.366, 0.824], [1.968, 2.876, 0.947], [2.323, 4.221, 1.111], [3.658, 4.548, 1.249], [4.651, 3.560, 1.214], [4.310, 2.239, 1.030], [2.958, 1.907, 0.899], [2.446, 0.631, 0.730], [3.331, -0.260, 0.611], [2.841, -1.525, 0.748], [3.719, -2.610, 0.614], [3.265, -3.874, 0.902], [1.944, -4.038, 1.319], [1.136, -2.928, 1.374], [1.561, -1.697, 1.063], [-2.568, 6.513, 0.312], [-0.956, 5.954, -1.510], [0.614, 4.104, -1.273], [-1.147, 3.193, 2.583], [-2.625, 5.206, 2.368], [1.552, 4.981, 1.164], [3.938, 5.587, 1.388], [5.691, 3.840, 1.339], [5.054, 1.455, 0.994], [4.738, -2.402, 0.306], [3.926, -4.732, 0.825], [1.553, -5.010, 1.599], [0.101, -3.000, 1.669], [-2.743, 2.512, -0.409], [-1.639, 2.455, 0.602], [-1.318, 1.179, 1.026], [-3.464, 3.290, -0.165], [-3.251, 1.548, -0.411], [-2.357, 2.717, -1.410], [-2.695, -1.361, 3.708], [-2.004, -1.083, 2.402], [-2.683, -1.023, 1.367], [-0.664, -0.916, 2.372], [-0.930, -1.374, -0.471], [-2.539, -1.355, -1.900], [-3.528, -2.334, -1.708], [-3.711, -3.140, -0.441], [-4.398, -2.592, -2.763], [-4.311, -1.943, -3.985], [-5.211, -2.312, -5.140], [-3.362, -0.941, -4.118], [-2.487, -0.616, -3.088], [-1.528, 0.516, -3.324], [0.644, -1.677, -1.947], [0.771, -3.027, -2.334], [-0.368, -4.021, -2.191], [1.967, -3.475, -2.884], [3.054, -2.631, -3.067], [4.372, -3.146, -3.596], [2.881, -1.285, -2.779], [1.698, -0.778, -2.247], [1.641, 0.727, -2.135], [-3.481, -2.095, 3.552], [-3.156, -0.433, 4.058], [-1.986, -1.712, 4.458], [-3.858, -2.490, 0.414], [-2.830, -3.755, -0.237], [-4.578, -3.796, -0.535], [-5.167, -3.349, -2.621], [-5.937, -3.075, -4.852], [-4.618, -2.701, -5.972], [-5.755, -1.437, -5.508], [-3.290, -0.392, -5.056], [-1.994, 1.291, -3.938], [-0.644, 0.155, -3.847], [-1.221, 0.961, -2.385], [-0.744, -4.056, -1.166], [-0.048, -5.024, -2.477], [-1.211, -3.735, -2.830], [2.054, -4.524, -3.168], [4.381, -4.237, -3.642], [5.201, -2.817, -2.963], [4.561, -2.765, -4.604], [3.706, -0.597, -2.963], [2.631, 1.137, -1.928], [0.968, 1.075, -1.388], [1.319, 1.149, -3.087], [3.063, -0.569, 3.840], [2.746, -0.046, 5.476], [1.675, 0.719, 5.458], [1.045, 1.373, 6.563], [-0.065, 2.085, 6.288], [-0.581, 2.165, 4.943], [-0.042, 1.600, 3.924], [1.080, 0.902, 4.175], [1.669, 0.302, 3.166], [1.437, 1.274, 7.571], [-0.589, 2.598, 7.087], [-1.496, 2.718, 4.745]],
  "mulliken_charge": [0.788, -0.839, -1.019, -1.294, 1.176, 0.894, -1.445, 0.721, 0.564, -0.465, -0.856, -0.708, -0.943, 0.071, 3.288, -2.090, -0.866, -0.931, -0.566, -1.002, -0.581, 1.059, 0.458, 0.480, 0.512, -0.608, 0.428, 0.491, 0.458, 0.430, 0.497, 0.631, 0.485, 0.514, 0.367, -2.406, 0.833, 0.967, 0.621, 0.353, 0.285, -1.477, 0.814, -0.619, -0.251, 0.943, 0.364, 0.807, -1.426, -0.897, 0.479, -1.629, -0.811, 1.165, -1.254, 0.603, 0.959, -1.585, -0.965, 0.600, -1.777, -0.748, 0.860, -1.527, 0.410, 0.265, 0.366, 0.194, 0.264, 0.479, 0.318, 0.360, 0.329, 0.364, 0.486, 0.630, 0.351, -0.519, 0.154, 0.496, 0.222, 0.336, 0.379, 0.361, 0.348, 0.400, 0.512, -0.572, 0.670, 0.339, -0.826, 0.498, -0.613, -0.984, 0.037, 0.060, 0.496, -0.411, 0.499, 0.411, 0.509],
  "e_above_lowest_kj_mol": 114.4,
  "charge": 1,
  "lumo_ev": [-4.3823, -4.4223],
  "spin_multiplicity": 2
}

{
  "formula": "C44H45GeN4OPtSTe",
  "method": "ωB97M-V with the def2-TZVPD basis set",
  "species": ["Pt", "N", "C", "C", "C", "C", "C", "C", "S", "N", "C", "C", "C", "C", "C", "C", "N", "H", "H", "H", "H", "H", "H", "H", "H", "H", "Ge", "C", "C", "C", "C", "C", "C", "C", "C", "C", "C", "C", "C", "H", "H", "H", "H", "H", "H", "H", "H", "H", "H", "H", "C", "C", "O", "N", "Te", "C", "C", "C", "C", "C", "C", "C", "C", "C", "C", "C", "C", "C", "C", "C", "C", "C", "C", "H", "H", "H", "H", "H", "H", "H", "H", "H", "H", "H", "H", "H", "H", "H", "H", "H", "H", "H", "H", "H", "H", "H", "H", "H"],
  "coordinates": [[-0.225, 0.532, 0.331], [3.584, 2.641, 0.464], [4.722, 1.850, 0.568], [5.977, 2.448, 0.572], [7.098, 1.660, 0.721], [6.988, 0.269, 0.871], [5.755, -0.333, 0.857], [4.604, 0.455, 0.700], [3.076, -0.316, 0.684], [2.022, 0.917, 0.503], [2.320, 2.181, 0.434], [1.188, 3.148, 0.368], [1.391, 4.511, 0.300], [0.298, 5.370, 0.329], [-0.962, 4.827, 0.436], [-1.099, 3.444, 0.471], [-0.058, 2.614, 0.426], [3.732, 3.639, 0.448], [6.068, 3.523, 0.466], [8.076, 2.121, 0.731], [7.882, -0.328, 0.998], [5.654, -1.407, 0.962], [2.378, 4.945, 0.219], [0.444, 6.440, 0.274], [-1.848, 5.444, 0.477], [-2.074, 2.981, 0.514], [-2.610, 0.161, 0.314], [-3.183, -1.109, -1.038], [-2.539, -1.195, -2.271], [-2.976, -2.078, -3.248], [-4.077, -2.889, -3.004], [-4.741, -2.801, -1.789], [-4.299, -1.914, -0.814], [-3.134, -0.438, 2.084], [-3.549, 0.470, 3.057], [-3.910, 0.039, 4.327], [-3.865, -1.313, 4.638], [-3.465, -2.232, 3.676], [-3.102, -1.796, 2.409], [-3.280, 1.536, 0.066], [-1.696, -0.545, -2.482], [-2.470, -2.127, -4.206], [-4.425, -3.578, -3.763], [-5.608, -3.420, -1.599], [-4.830, -1.864, 0.131], [-3.615, 1.529, 2.824], [-4.240, 0.755, 5.068], [-4.153, -1.652, 5.625], [-3.446, -3.289, 3.911], [-2.809, -2.526, 1.661], [0.333, -2.247, 2.407], [0.452, -2.328, 0.898], [1.093, -3.287, 0.387], [-0.127, -1.390, 0.188], [0.630, -2.904, -2.159], [1.173, -4.410, -3.511], [1.208, -5.738, -3.073], [0.866, -6.178, -1.672], [1.592, -6.718, -3.986], [1.931, -6.414, -5.294], [2.340, -7.484, -6.265], [1.867, -5.081, -5.703], [1.492, -4.068, -4.839], [1.439, -2.654, -5.358], [2.455, -1.842, -2.226], [3.658, -2.501, -1.910], [3.726, -3.935, -1.458], [4.847, -1.788, -2.039], [4.878, -0.462, -2.461], [6.185, 0.259, -2.644], [3.671, 0.168, -2.737], [2.453, -0.499, -2.637], [1.207, 0.250, -3.037], [0.180, -3.251, 2.800], [-0.467, -1.587, 2.729], [1.286, -1.876, 2.791], [0.487, -5.381, -1.032], [1.747, -6.592, -1.177], [0.112, -6.965, -1.698], [1.620, -7.752, -3.657], [2.337, -8.468, -5.799], [3.343, -7.294, -6.652], [1.662, -7.510, -7.119], [2.104, -4.831, -6.732], [1.270, -2.651, -6.433], [2.376, -2.123, -5.166], [0.631, -2.075, -4.905], [2.838, -4.243, -0.913], [4.583, -4.084, -0.800], [3.849, -4.600, -2.317], [5.782, -2.296, -1.816], [6.993, -0.235, -2.105], [6.121, 1.297, -2.306], [6.463, 0.281, -3.700], [3.675, 1.201, -3.076], [1.251, 1.284, -2.689], [0.294, -0.182, -2.625], [1.112, 0.279, -4.124]],
  "mulliken_charge": [-0.232, 0.092, -0.189, -0.953, -0.594, -0.870, -0.487, 0.853, 0.296, -0.258, 0.585, 0.891, -0.763, -0.642, -0.987, 0.489, -0.064, 0.080, 0.501, 0.447, 0.473, 0.561, 0.321, 0.481, 0.442, 0.095, 0.394, 0.376, -0.170, -0.417, -0.636, -0.709, -0.391, 0.216, -0.538, -0.619, -0.529, -0.681, -0.042, -0.100, 0.126, 0.495, 0.430, 0.434, 0.452, 0.318, 0.412, 0.411, 0.435, 0.533, -1.140, 0.715, -0.575, 0.867, 0.646, 0.543, 0.605, -2.011, -0.786, 0.670, -1.584, -0.800, 0.733, -1.558, 1.477, 0.452, -2.037, -0.564, 0.373, -1.838, -0.583, 0.705, -1.862, 0.393, 0.164, 0.280, 0.223, 0.355, 0.531, 0.408, 0.367, 0.349, 0.370, 0.505, 0.531, 0.266, 0.046, 0.134, 0.544, 0.346, 0.540, 0.373, 0.380, 0.409, 0.530, 0.460, -0.183, 0.466],
  "e_above_lowest_kj_mol": 0.0,
  "charge": 2,
  "lumo_ev": [-6.6806, -8.4516],
  "spin_multiplicity": 4
}